{"formula": "C33H29N6O5RuS", "method": "the ωB97M-V functional and the def2-TZVPD basis", "species": ["Ru", "O", "C", "C", "C", "C", "C", "C", "C", "O", "N", "N", "C", "C", "C", "C", "C", "C", "N", "H", "H", "H", "H", "H", "H", "H", "H", "H", "H", "C", "C", "N", "C", "C", "C", "S", "N", "C", "O", "C", "C", "C", "C", "C", "C", "H", "H", "H", "H", "H", "H", "H", "H", "H", "H", "H", "H", "H", "H", "H", "O", "C", "N", "C", "O", "C", "C", "C", "C", "C", "C", "H", "H", "H", "H"], "coordinates": [[0.515, 0.322, -0.066], [1.763, 2.885, 4.696], [0.416, 2.966, 4.725], [-0.158, 3.503, 5.876], [-1.528, 3.635, 5.976], [-2.360, 3.232, 4.931], [-1.795, 2.682, 3.801], [-0.410, 2.531, 3.679], [0.110, 1.904, 2.451], [-0.642, 1.339, 1.636], [1.473, 1.998, 2.252], [1.824, 1.364, 1.158], [3.090, 1.729, 0.626], [3.535, 1.023, -0.473], [4.720, 1.352, -1.178], [5.032, 0.653, -2.314], [4.179, -0.366, -2.751], [3.038, -0.645, -2.009], [2.721, 0.000, -0.897], [2.028, 2.565, 3.810], [0.500, 3.817, 6.675], [-1.955, 4.061, 6.877], [-3.432, 3.352, 5.005], [-2.411, 2.352, 2.975], [3.593, 2.601, 1.015], [5.349, 2.154, -0.815], [5.924, 0.896, -2.877], [4.382, -0.923, -3.655], [2.350, -1.423, -2.319], [0.484, -4.146, 3.843], [-0.633, -3.211, 3.410], [-0.998, -3.370, 1.999], [-1.975, -4.423, 1.671], [-1.343, -5.659, 1.046], [-0.479, -2.614, 1.025], [0.803, -1.523, 1.421], [-0.931, -2.870, -0.207], [-0.987, -2.025, -1.200], [-0.893, -0.744, -1.141], [-1.309, -2.623, -2.532], [-1.829, -3.913, -2.619], [-2.105, -4.471, -3.856], [-1.851, -3.748, -5.015], [-1.333, -2.464, -4.931], [-1.072, -1.894, -3.691], [0.694, -4.003, 4.904], [1.398, -3.940, 3.283], [0.212, -5.192, 3.691], [-0.348, -2.176, 3.571], [-1.536, -3.396, 3.990], [-2.730, -4.005, 1.008], [-2.466, -4.682, 2.608], [-0.836, -5.400, 0.117], [-2.115, -6.398, 0.824], [-0.619, -6.117, 1.722], [-2.018, -4.466, -1.708], [-2.520, -5.470, -3.919], [-2.062, -4.186, -5.983], [-1.137, -1.897, -5.832], [-0.678, -0.893, -3.613], [0.171, 3.755, 0.290], [0.027, 3.310, -0.822], [0.318, 2.008, -1.243], [0.171, 1.937, -2.631], [0.472, 1.000, -3.332], [-0.368, 3.251, -3.113], [-0.742, 3.668, -4.372], [-1.216, 4.972, -4.495], [-1.295, 5.814, -3.386], [-0.905, 5.376, -2.122], [-0.449, 4.081, -2.020], [-0.670, 3.006, -5.225], [-1.530, 5.339, -5.463], [-1.666, 6.823, -3.511], [-0.957, 6.020, -1.253]], "forces_ev_per_a": [[-0.2467, -0.2779, 0.2814], [-0.1757, 0.0717, 0.2083], [0.3245, 0.0197, 0.0607], [-0.0880, 0.0360, 0.0435], [0.0074, 0.0102, 0.0087], [0.0455, -0.0104, -0.0158], [-0.0325, -0.0228, 0.0500], [-0.0879, -0.0631, -0.1845], [0.4533, 0.3248, 0.3884], [-0.0669, -0.1846, -0.0334], [-0.6615, -0.2964, -0.1448], [0.8557, 0.3306, -0.3731], [-0.5751, -0.1957, 0.3564], [0.0256, -0.0563, -0.0823], [0.0088, -0.0581, 0.0175], [0.0459, 0.0187, -0.0257], [-0.0131, -0.0550, -0.0060], [-0.0455, -0.1015, 0.1491], [0.1220, 0.3196, -0.3748], [0.0343, 0.0076, -0.0891], [-0.0030, -0.0031, -0.0175], [0.0102, -0.0132, -0.0388], [-0.0025, -0.0089, 0.0053], [0.0004, -0.0048, 0.0003], [-0.0472, 0.0110, 0.1075], [-0.0311, -0.0100, -0.0056], [-0.0129, -0.0122, 0.0105], [-0.0107, 0.0077, 0.0248], [-0.0042, 0.0402, -0.0397], [0.0583, -0.0200, 0.0309], [0.0004, -0.0865, -0.1259], [-0.1008, -0.0124, 0.0459], [0.0613, 0.0812, 0.0484], [0.0416, -0.0241, -0.0053], [-0.0272, -0.1426, 0.0111], [-0.0136, 0.1614, -0.1510], [0.1563, -0.0634, 0.2046], [-0.2977, 0.3470, -0.1305], [0.3735, -0.0560, -0.1761], [0.0125, 0.0755, 0.1243], [0.0126, -0.0781, -0.0144], [0.0112, 0.0324, 0.0469], [0.0051, 0.0091, 0.0109], [-0.0091, 0.0338, 0.0350], [-0.0392, -0.0143, -0.0926], [0.0119, 0.0001, -0.0195], [-0.0439, -0.0037, 0.0090], [-0.0004, 0.0334, 0.0126], [0.0174, 0.0566, 0.0159], [-0.0159, -0.0122, 0.0165], [-0.0065, 0.0190, -0.0398], [-0.0168, -0.0163, -0.0034], [-0.0033, -0.0133, 0.0439], [0.0174, 0.0292, 0.0219], [-0.0298, 0.0082, -0.0282], [-0.0010, 0.0210, -0.0405], [0.0079, 0.0111, 0.0047], [0.0044, 0.0084, 0.0097], [0.0013, -0.0035, 0.0153], [0.0652, 0.0962, -0.0003], [-0.0643, 0.0352, 0.0355], [0.2005, -0.0472, -0.0905], [-0.2551, -0.1590, -0.5020], [-0.0916, 0.2948, 0.2637], [0.0669, -0.3527, -0.0184], [0.0714, -0.2080, -0.0130], [-0.0013, 0.0533, -0.1178], [0.0162, -0.0300, 0.0458], [0.0193, -0.0264, 0.0142], [-0.0449, 0.1328, -0.0354], [0.0040, 0.0121, 0.2487], [-0.0042, 0.0130, 0.0264], [0.0037, 0.0063, 0.0104], [0.0006, -0.0077, -0.0095], [-0.0035, -0.0171, -0.0197]], "lowdin_charge": [1.315, 0.055, -0.263, -0.016, -0.080, -0.090, -0.019, -0.080, -0.424, -0.075, 0.068, -0.189, -0.007, -0.295, -0.013, -0.066, -0.046, -0.124, 0.016, 0.060, 0.117, 0.103, 0.098, 0.117, 0.125, 0.116, 0.109, 0.105, 0.117, -0.072, -0.245, -0.114, -0.191, -0.073, -0.670, 0.723, 0.111, -0.411, -0.160, -0.135, -0.026, -0.079, -0.086, -0.068, -0.010, 0.079, 0.068, 0.065, 0.075, 0.116, 0.115, 0.115, 0.059, 0.078, 0.064, 0.095, 0.102, 0.102, 0.105, 0.085, 0.099, -0.409, -0.001, -0.422, 0.065, -0.096, -0.001, -0.069, -0.067, 0.002, -0.095, 0.119, 0.102, 0.103, 0.121], "e_homo_ev": [-6.48, -8.24], "energy_ev": -67287.0055, "gap_ev": [6.599, 6.098], "spin_multiplicity": 6}